1.
{
  "formula": "C4H9N",
  "method": "ωB97M-V/def2-TZVPD",
  "symbols": ["N", "C", "C", "C", "C", "H", "H", "H", "H", "H", "H", "H", "H", "H"],
  "xyz": [[-1.931, 1.967, -6.395], [1.143, -1.792, 3.161], [-2.368, 0.880, -5.899], [1.184, -0.367, 2.785], [0.940, 0.624, 3.683], [0.973, -1.969, 4.237], [-2.344, -0.032, -6.491], [0.580, -2.416, 2.460], [-1.525, 2.519, -5.632], [2.088, -2.294, 2.963], [1.261, 0.517, 4.720], [0.737, 1.630, 3.320], [-2.467, 0.774, -4.819], [1.730, -0.040, 1.907]],
  "forces_ev_per_angstrom": [[0.8, -0.8, 0.0], [1.4, -1.1, 0.0], [1.4, 0.4, 0.3], [0.4, 1.3, 1.7], [0.9, -0.3, -1.0], [-0.6, 0.1, -0.6], [-1.1, 0.1, -0.4], [-1.0, 0.4, 0.5], [-1.1, 0.6, -0.1], [0.8, 0.2, 0.1], [-1.5, -0.3, 0.2], [0.7, 0.0, 0.1], [-0.1, -0.3, 0.1], [-1.2, -0.3, -1.0]],
  "charge": 0,
  "homo_ha": -0.32737,
  "smiles": "C=CC.C=N",
  "lumo_energy_ev": 1.24,
  "homo_lumo_gap_ha": 0.373
}



2.
{
  "formula": "C22H28N8",
  "method": "ωB97M-V/def2-TZVPD",
  "symbols": ["N", "N", "N", "N", "N", "N", "N", "N", "C", "C", "C", "C", "C", "C", "C", "C", "C", "C", "C", "C", "C", "C", "C", "C", "C", "C", "C", "C", "C", "C", "H", "H", "H", "H", "H", "H", "H", "H", "H", "H", "H", "H", "H", "H", "H", "H", "H", "H", "H", "H", "H", "H", "H", "H", "H", "H", "H", "H"],
  "xyz": [[2.992, -3.317, 3.402], [-1.264, 1.783, -1.818], [3.146, -2.174, 3.923], [2.733, -3.155, 2.103], [-1.396, -0.217, -0.721], [2.997, -1.218, 3.020], [1.157, -1.173, 0.121], [-4.237, 0.387, 1.716], [-2.308, 5.748, -2.510], [1.000, -0.493, -1.156], [-2.837, 1.643, -0.015], [-0.421, -0.713, -1.672], [-2.597, 3.717, -1.232], [-1.357, 5.079, -3.309], [-2.915, 5.063, -1.489], [0.194, -0.647, 1.078], [2.489, -4.299, 1.232], [-2.627, 7.182, -2.797], [2.736, -1.813, 1.877], [-1.633, 3.054, -2.038], [2.524, -1.064, 0.612], [-1.800, 1.081, -0.842], [-1.026, 3.772, -3.089], [1.024, -4.241, 0.795], [3.510, -4.272, 0.062], [2.926, -4.153, -1.342], [-3.571, 0.917, 0.944], [-3.206, 2.955, -0.220], [2.711, -5.560, 2.070], [-1.229, -0.870, 0.559], [-2.996, 7.291, -3.817], [0.784, -5.097, 0.172], [3.740, -4.097, -2.062], [0.356, 0.432, 1.252], [4.099, -5.190, 0.103], [0.817, -3.322, 0.253], [-1.944, -0.496, 1.287], [-3.984, 3.393, 0.391], [4.211, -3.450, 0.227], [-3.650, 5.549, -0.861], [-0.604, -1.784, -1.801], [3.191, -1.444, -0.166], [3.729, -5.595, 2.449], [-0.560, -0.193, -2.618], [0.388, -4.273, 1.678], [-1.731, 7.794, -2.702], [0.319, -1.165, 2.030], [1.183, 0.590, -1.065], [-0.296, 3.264, -3.700], [1.718, -0.907, -1.868], [-0.885, 5.626, -4.113], [-3.381, 7.560, -2.112], [2.323, -5.022, -1.588], [2.528, -6.437, 1.455], [2.036, -5.578, 2.922], [2.798, -0.017, 0.825], [-1.403, -1.941, 0.416], [2.311, -3.265, -1.451]],
  "forces_ev_per_angstrom": [[0.0, -1.1, 0.1], [0.2, -0.4, 0.2], [0.2, 0.2, 0.9], [0.1, 1.4, 0.2], [-0.1, -0.3, -0.1], [-0.1, 0.7, -0.7], [0.1, 0.2, 0.0], [-0.1, -0.1, 0.1], [-0.3, 0.0, 0.3], [-0.2, -0.1, -0.2], [0.4, 0.9, -0.6], [0.3, 0.1, -0.3], [0.3, -0.3, -0.2], [0.1, -0.3, 0.0], [0.1, 0.2, -0.2], [-0.3, -0.2, 0.0], [-0.2, -0.7, -0.2], [0.0, 0.0, 0.0], [0.2, -0.4, 0.2], [-0.5, 0.4, 0.4], [-0.1, 0.1, -0.2], [-0.1, 0.4, -0.3], [0.0, 0.2, -0.1], [0.1, 0.0, 0.0], [0.0, 0.1, -0.2], [0.2, 0.0, 0.2], [-0.6, -0.3, 0.4], [0.2, -0.3, 0.0], [0.0, 0.1, 0.0], [0.2, 0.1, 0.5], [0.0, 0.1, 0.0], [0.0, -0.1, -0.1], [0.0, 0.0, -0.1], [0.0, 0.0, 0.0], [0.0, 0.0, 0.1], [0.0, -0.1, 0.0], [0.1, -0.2, 0.0], [0.0, 0.0, 0.0], [0.0, -0.1, 0.0], [-0.1, 0.1, 0.0], [0.0, 0.0, 0.0], [0.0, 0.1, 0.0], [0.1, -0.1, 0.0], [0.0, -0.2, 0.1], [0.0, 0.0, 0.1], [0.0, 0.1, 0.0], [0.0, 0.1, 0.0], [0.0, 0.0, 0.0], [0.1, -0.1, -0.1], [0.0, 0.0, 0.0], [0.1, 0.0, -0.1], [0.0, 0.1, 0.0], [-0.1, 0.0, -0.1], [0.0, 0.0, -0.2], [0.0, -0.1, 0.0], [0.0, -0.1, 0.0], [0.0, 0.1, 0.1], [-0.1, 0.1, -0.1]],
  "charge": 0,
  "homo_ha": -0.30097,
  "smiles": "CCC(C)(C)n1nnnc1CN1CCN(c2nc3ccc(C)cc3cc2C#N)CC1",
  "lumo_energy_ev": -0.31,
  "homo_lumo_gap_ha": 0.290
}



3.
{
  "formula": "C5H10OSi",
  "method": "ωB97M-V/def2-TZVPD",
  "symbols": ["Si", "O", "C", "C", "C", "C", "C", "H", "H", "H", "H", "H", "H", "H", "H", "H", "H"],
  "xyz": [[-2.511, 1.325, 0.307], [1.526, 1.026, -1.257], [2.180, 0.417, 1.045], [2.641, -0.713, 0.168], [1.441, 0.105, -0.214], [-3.302, -1.432, -0.548], [-2.742, -0.371, -0.017], [-4.164, -1.405, -1.210], [0.460, -0.359, -0.125], [1.712, 0.186, 1.989], [2.477, -1.725, 0.505], [2.776, 1.316, 1.053], [-3.004, 1.956, 1.525], [-1.511, 2.118, -0.389], [3.552, -0.575, -0.392], [1.396, 0.560, -2.092], [-2.925, -2.429, -0.346]],
  "forces_ev_per_angstrom": [[-0.2, -1.6, -0.3], [0.1, 0.3, -0.2], [-0.1, 0.2, 0.0], [-0.1, -0.2, -0.1], [-0.1, -0.4, 0.2], [0.4, -0.2, 0.3], [-0.4, 1.8, -0.2], [0.0, 0.2, 0.0], [0.1, 0.0, 0.1], [-0.1, 0.0, 0.0], [0.0, -0.1, 0.0], [0.1, 0.1, -0.1], [-0.1, -0.1, 0.3], [0.3, 0.0, -0.2], [0.0, 0.1, -0.1], [0.1, 0.0, 0.2], [0.1, -0.1, 0.1]],
  "charge": 0,
  "homo_ha": [-0.30230, -0.30228],
  "smiles": "C=C=[SiH2].OC1CC1",
  "lumo_energy_ev": [0.23, 0.23],
  "homo_lumo_gap_ha": [0.311, 0.311]
}



4.
{
  "formula": "C36H36BrLaN9O2SbSe5",
  "method": "ωB97M-V/def2-TZVPD",
  "symbols": ["La", "Sb", "Br", "Se", "Se", "Se", "Se", "Se", "O", "O", "N", "N", "N", "N", "N", "N", "N", "N", "N", "C", "C", "C", "C", "C", "C", "C", "C", "C", "C", "C", "C", "C", "C", "C", "C", "C", "C", "C", "C", "C", "C", "C", "C", "C", "C", "C", "C", "C", "C", "C", "C", "C", "C", "C", "C", "H", "H", "H", "H", "H", "H", "H", "H", "H", "H", "H", "H", "H", "H", "H", "H", "H", "H", "H", "H", "H", "H", "H", "H", "H", "H", "H", "H", "H", "H", "H", "H", "H", "H", "H", "H"],
  "xyz": [[0.777, -1.933, 0.081], [0.302, -4.516, -1.802], [-3.568, -1.649, 0.616], [-0.771, -2.202, -2.398], [2.685, -3.724, -1.611], [-0.350, -4.799, 0.501], [-0.391, -6.171, -3.406], [1.395, -0.690, -4.737], [3.644, 1.252, 0.926], [1.420, 0.124, 1.156], [-1.142, 0.214, 1.509], [-3.932, 1.578, -2.884], [-2.013, 1.732, -1.478], [7.405, -4.168, 2.353], [1.525, 0.813, -5.753], [-2.884, 3.733, -2.433], [-1.737, 2.132, -3.815], [1.877, 0.209, -3.274], [-0.407, 1.404, 1.775], [1.046, 3.821, 1.162], [-3.410, -5.910, 2.897], [-2.239, 3.139, -1.235], [2.944, 3.667, -3.093], [0.805, 1.300, 0.918], [1.615, 2.510, 1.087], [-2.032, 3.525, -3.615], [4.638, -2.098, 3.056], [-3.256, 1.051, -1.700], [-2.944, -4.606, 2.689], [2.792, 4.032, -4.484], [1.924, 1.786, -4.958], [-2.844, -2.249, 3.267], [-3.013, 1.427, -4.040], [2.601, 2.451, -2.625], [3.309, -1.734, 3.191], [-1.822, -0.279, 2.436], [-2.692, -1.450, 2.255], [2.646, -3.968, 2.791], [6.357, -3.742, 2.556], [3.012, 2.437, 0.921], [-3.464, -3.593, 3.475], [0.909, -2.175, 3.021], [2.141, 1.458, -3.572], [-4.406, -6.138, 3.798], [-4.441, -3.826, 4.446], [-1.134, 1.548, -2.596], [3.753, 3.609, 0.734], [5.002, -3.396, 2.728], [-4.133, 3.016, -2.695], [3.167, 4.834, 0.920], [-4.904, -5.099, 4.580], [2.285, -2.639, 3.030], [1.837, 4.940, 1.171], [2.345, 3.099, -5.380], [3.949, -4.330, 2.673], [0.819, -1.168, 3.484], [4.203, -5.338, 2.446], [-1.306, 3.681, -1.097], [-2.325, -1.939, 4.107], [5.340, -1.291, 3.222], [3.803, 5.751, 0.846], [-1.828, 0.170, 3.414], [0.153, -2.914, 3.285], [-0.181, 2.076, -2.455], [-1.093, 4.056, -3.500], [4.832, 3.509, 0.454], [-3.876, 1.187, -0.751], [3.081, -0.674, 3.394], [-4.882, -3.012, 5.045], [-4.618, 3.371, -3.586], [-3.086, -0.056, -1.880], [-4.667, -7.203, 3.938], [-2.492, 3.952, -4.497], [1.334, 5.885, 1.362], [-0.873, 0.514, -2.738], [-0.072, 1.357, 2.744], [3.273, 4.416, -2.401], [0.443, 1.381, -0.114], [2.261, 3.358, -6.431], [2.726, 2.130, -1.585], [-0.010, 3.927, 1.282], [-3.063, -6.701, 2.254], [2.915, 0.516, 1.029], [-3.445, 1.886, -4.965], [-5.719, -5.313, 5.200], [-2.108, -4.409, 1.977], [-2.890, 0.388, -4.142], [-4.816, 3.163, -1.859], [3.045, 5.029, -4.786], [1.884, -4.672, 2.570], [-2.944, 3.230, -0.401]],
  "forces_ev_per_angstrom": [[0.5, 0.4, 1.5], [0.0, 0.2, -1.7], [0.0, -0.3, -0.3], [-0.1, -0.6, 0.1], [-0.4, 0.1, 0.1], [0.1, 0.0, 0.5], [0.2, 0.0, 0.1], [0.0, 1.7, 0.2], [-0.2, -0.5, -0.2], [1.2, -0.9, -0.5], [0.6, 1.0, -0.7], [-0.4, 0.5, -0.5], [1.2, -0.4, 1.3], [0.9, 0.0, 0.0], [0.2, -0.5, 0.2], [-0.5, 0.8, -0.3], [-0.2, -1.5, -0.7], [0.1, -0.7, 0.7], [-0.3, -1.3, -0.3], [0.7, -2.1, 0.3], [0.4, 0.9, -1.1], [-0.8, -0.2, -1.3], [-0.5, 0.4, -0.2], [-1.7, 0.1, 0.1], [0.9, 2.7, -0.1], [0.5, 0.1, 0.9], [-0.6, 1.1, 0.1], [-0.6, -1.2, 0.6], [0.4, -0.6, 0.1], [-0.3, -1.6, 0.2], [0.9, 0.3, -0.1], [-1.2, -2.0, 0.8], [-0.4, 1.8, 0.1], [0.1, -1.0, -0.1], [1.6, 1.4, 0.2], [-0.5, 0.1, -0.2], [0.1, 0.8, -1.0], [0.3, 0.0, -0.2], [-0.4, -0.7, -0.2], [-0.3, -0.4, 0.2], [0.5, 1.3, -0.9], [0.6, 0.0, -0.1], [-0.3, -0.2, -0.2], [0.1, -1.2, 0.6], [0.1, 0.8, -0.2], [0.5, 1.4, -0.7], [1.4, -0.7, -0.1], [-0.6, 0.4, 0.8], [0.1, -0.5, 0.7], [2.0, 1.4, -0.4], [0.0, -0.9, -0.7], [-2.6, 0.4, 0.0], [-1.6, 0.7, 0.2], [-0.4, 0.9, -0.2], [0.9, 0.0, -0.5], [-0.3, -0.7, -0.4], [0.1, -0.7, -0.2], [0.1, -0.1, 0.4], [1.1, 0.7, 1.8], [0.4, -0.2, -0.2], [-0.6, -0.8, 0.1], [0.1, 0.1, 0.7], [0.0, 0.1, 0.1], [-0.2, 0.0, 0.3], [0.3, 0.2, 0.3], [-1.0, 0.1, 0.4], [0.4, -0.3, -1.3], [0.1, -0.6, -0.1], [0.4, -0.4, -0.4], [-0.1, 0.5, -0.5], [0.0, 1.2, 0.4], [-0.4, 0.8, 0.1], [-0.4, 0.0, -0.2], [0.3, 0.1, -0.2], [-0.2, -0.6, -0.2], [0.0, 0.1, -0.1], [0.2, 0.3, 0.3], [-0.5, -0.2, -0.3], [-0.1, -0.1, 0.0], [0.0, 0.3, -0.4], [-0.6, -0.1, 0.1], [0.3, -0.2, 0.0], [0.5, 1.1, 0.0], [-0.1, -0.5, 0.7], [-1.0, -0.2, 1.2], [-1.1, -0.1, 0.6], [0.6, -1.4, -0.5], [0.0, 0.0, 0.2], [0.2, 0.3, -0.2], [-0.6, -0.7, 0.1], [0.3, 0.2, 0.1]],
  "charge": -2,
  "homo_ha": -0.07404,
  "lumo_energy_ev": 3.23,
  "homo_lumo_gap_ha": 0.193
}



5.
{
  "formula": "C3H4O3",
  "method": "ωB97M-V/def2-TZVPD",
  "symbols": ["O", "O", "O", "C", "C", "C", "H", "H", "H", "H"],
  "xyz": [[1.406, -0.176, 0.691], [-2.115, 0.374, -0.462], [-0.261, -1.139, -0.742], [0.037, -0.478, 0.447], [-0.766, 0.191, -0.565], [1.913, 0.832, 0.026], [-0.373, -0.908, 1.360], [-0.308, 0.933, -1.208], [2.959, 0.850, 0.412], [-2.467, -0.177, 0.249]],
  "forces_ev_per_angstrom": [[0.2, 0.3, -0.2], [-0.1, -0.2, 0.1], [0.0, -0.1, -0.1], [-0.2, 0.0, 0.2], [0.1, 0.3, 0.0], [0.1, -0.3, 0.3], [0.0, 0.1, -0.1], [-0.1, -0.1, 0.1], [-0.1, 0.0, -0.1], [0.0, 0.0, -0.1]],
  "charge": 0,
  "homo_ha": -0.33491,
  "lumo_energy_ev": 0.38,
  "homo_lumo_gap_ha": 0.349
}



6.
{
  "formula": "C19H23FN4O4",
  "method": "ωB97M-V/def2-TZVPD",
  "symbols": ["F", "O", "O", "O", "O", "N", "N", "N", "N", "C", "C", "C", "C", "C", "C", "C", "C", "C", "C", "C", "C", "C", "C", "C", "C", "C", "C", "C", "H", "H", "H", "H", "H", "H", "H", "H", "H", "H", "H", "H", "H", "H", "H", "H", "H", "H", "H", "H", "H", "H", "H"],
  "xyz": [[-0.057, -3.093, 2.737], [4.587, -2.021, 2.629], [-0.346, 4.745, -3.142], [-1.661, 0.764, -1.939], [-1.346, 2.509, 0.952], [-1.432, -1.613, 0.708], [0.283, 2.752, -0.577], [-2.963, -1.005, -1.505], [-1.233, 4.715, -4.162], [3.266, -1.855, 0.708], [2.219, -2.569, 2.747], [-0.927, 4.259, -2.033], [-2.771, -2.156, 0.659], [-3.337, -2.197, -0.770], [-0.115, 4.135, -0.788], [-2.341, 4.212, -3.692], [-2.019, -0.104, -1.164], [0.899, -2.340, 0.712], [4.736, -2.308, 4.000], [3.360, -2.155, 2.069], [1.023, -2.657, 2.056], [-1.480, -0.232, 0.259], [1.200, 2.201, -1.552], [2.058, -1.949, 0.052], [-0.474, 2.009, 0.264], [-0.439, -2.434, 0.026], [-2.213, 3.897, -2.323], [-0.158, 0.525, 0.384], [-2.952, -3.077, -1.302], [4.112, -1.654, 4.616], [0.550, 0.191, -0.365], [-2.196, 0.292, 0.910], [-0.716, 4.428, 0.077], [2.018, 1.673, -1.059], [1.621, 3.019, -2.132], [0.678, 1.528, -2.237], [-0.325, -2.167, -1.036], [-2.765, -3.162, 1.083], [-3.191, 4.091, -4.332], [-2.933, 3.467, -1.663], [2.228, -2.831, 3.792], [-0.774, -3.475, 0.080], [2.011, -1.718, -1.003], [0.776, 4.764, -0.862], [0.253, 0.344, 1.379], [5.785, -2.123, 4.227], [4.160, -1.550, 0.189], [4.498, -3.353, 4.219], [-3.402, -1.526, 1.290], [-3.325, -0.922, -2.446], [-4.429, -2.274, -0.740]],
  "forces_ev_per_angstrom": [[0.1, 0.0, -0.1], [-0.1, 0.0, -0.3], [0.4, -0.1, 0.7], [0.2, 0.2, -0.1], [-0.4, 0.0, 0.2], [0.0, 0.1, 0.0], [0.2, 0.4, 0.0], [-0.4, -0.2, -0.3], [-0.5, 0.1, -1.1], [0.2, 0.0, 0.1], [0.1, 0.0, 0.2], [-0.9, -0.2, 0.0], [-0.2, -0.1, -0.2], [0.0, -0.3, 0.3], [-0.1, 0.1, 0.1], [0.4, 0.0, 0.3], [-0.1, -0.1, 0.1], [-0.1, -0.2, 0.1], [0.0, 0.0, 0.2], [-0.2, 0.0, -0.2], [0.1, 0.1, -0.3], [0.1, 0.3, 0.2], [0.1, -0.3, -0.1], [0.0, -0.1, 0.3], [0.4, -0.1, 0.0], [0.1, -0.1, 0.3], [0.7, 0.3, 0.2], [-0.5, 0.1, -0.1], [-0.1, 0.1, 0.1], [0.0, 0.0, 0.0], [0.1, 0.0, 0.0], [0.1, -0.1, -0.1], [0.2, 0.1, -0.2], [0.0, 0.0, -0.1], [0.0, 0.0, 0.0], [0.1, 0.0, 0.0], [0.0, -0.1, 0.0], [-0.1, 0.0, 0.0], [-0.1, 0.0, -0.2], [-0.1, -0.1, 0.2], [0.0, 0.0, 0.1], [-0.1, 0.1, -0.1], [0.0, 0.1, -0.1], [-0.1, 0.0, 0.0], [0.0, 0.0, 0.0], [-0.1, 0.0, 0.0], [0.1, 0.0, -0.1], [0.0, 0.0, 0.0], [0.0, -0.1, 0.0], [0.2, 0.1, 0.1], [0.1, -0.1, 0.0]],
  "charge": 0,
  "homo_ha": -0.31617,
  "smiles": "COc1ccc(CN2CCNC(=O)[C@@H]2CC(=O)N(C)Cc2ccno2)c(F)c1",
  "lumo_energy_ev": 0.63,
  "homo_lumo_gap_ha": 0.339
}



Energy above the lowest of the compared OMol25 structures with the same formula, charge and spin? In order: 272.8, 0.0, 363.9, 71.8, 478.3, 11.9 kJ/mol.